{"formula": "C30H60ClO22S6", "method": "ωB97M-V/def2-TZVPD", "symbols": ["Cl", "O", "O", "O", "O", "O", "S", "O", "O", "C", "C", "C", "H", "H", "H", "H", "H", "H", "H", "H", "O", "S", "O", "O", "C", "C", "C", "H", "H", "H", "H", "H", "H", "H", "H", "O", "S", "O", "O", "C", "C", "C", "H", "H", "H", "H", "H", "H", "H", "H", "O", "S", "O", "O", "C", "C", "C", "H", "H", "H", "H", "H", "H", "H", "H", "O", "S", "O", "O", "C", "C", "C", "H", "H", "H", "H", "H", "H", "H", "H", "O", "S", "O", "O", "C", "C", "C", "H", "H", "H", "H", "H", "H", "H", "H", "C", "C", "C", "C", "C", "C", "H", "H", "H", "H", "H", "H", "C", "C", "C", "C", "C", "C", "H", "H", "H", "H", "H", "H"], "positions_angstrom": [[-0.059, 0.483, 0.685], [-0.347, 1.894, 0.839], [-0.266, 0.198, -0.720], [1.331, 0.254, 1.062], [-0.955, -0.315, 1.473], [1.612, -1.454, 6.861], [2.124, -1.895, 5.558], [3.352, -2.658, 5.430], [0.979, -2.735, 4.722], [-0.316, -2.154, 4.597], [-1.248, -3.051, 3.833], [2.252, -0.474, 4.473], [-0.241, -1.195, 4.082], [-0.720, -1.966, 5.594], [-1.423, -4.032, 4.271], [-0.912, -3.081, 2.797], [-2.212, -2.539, 3.814], [3.242, -0.041, 4.617], [1.527, 0.269, 4.803], [2.091, -0.756, 3.433], [-2.496, 6.704, -0.030], [-3.389, 5.580, 0.319], [-4.749, 5.840, 0.717], [-3.350, 4.506, -0.936], [-4.230, 3.397, -0.911], [-3.498, 2.252, -1.534], [-2.499, 4.548, 1.584], [-5.152, 3.694, -1.414], [-4.467, 3.023, 0.088], [-2.990, 2.606, -2.432], [-4.010, 1.321, -1.773], [-2.759, 2.005, -0.768], [-2.697, 3.509, 1.326], [-2.828, 4.817, 2.584], [-1.446, 4.753, 1.402], [1.213, 1.509, -4.329], [2.232, 0.716, -4.985], [3.177, 1.288, -5.899], [3.104, -0.163, -3.905], [2.657, -0.235, -2.523], [3.621, 0.647, -1.769], [1.477, -0.722, -5.839], [2.810, -1.284, -2.266], [1.601, -0.030, -2.349], [3.472, 0.538, -0.693], [3.618, 1.703, -2.043], [4.669, 0.395, -1.944], [1.457, -1.582, -5.176], [2.176, -0.915, -6.653], [0.512, -0.486, -6.286], [3.046, 5.097, 1.365], [4.029, 4.272, 2.015], [5.335, 4.772, 2.310], [3.401, 3.629, 3.388], [2.029, 3.298, 3.365], [1.487, 3.524, 4.764], [4.115, 2.737, 1.037], [2.024, 2.246, 3.067], [1.482, 3.820, 2.580], [0.403, 3.551, 4.888], [1.765, 4.525, 5.099], [1.876, 2.791, 5.471], [4.717, 2.931, 0.151], [3.079, 2.563, 0.753], [4.571, 1.983, 1.676], [0.359, -2.614, -3.429], [1.016, -3.807, -2.954], [2.469, -3.836, -2.749], [0.306, -4.127, -1.468], [0.709, -3.296, -0.405], [0.906, -4.166, 0.876], [0.431, -5.364, -3.774], [-0.126, -2.619, -0.209], [1.507, -2.603, -0.673], [-0.053, -4.561, 1.208], [1.326, -3.480, 1.612], [1.558, -5.029, 0.739], [-0.559, -5.473, -3.333], [1.035, -6.193, -3.412], [0.435, -5.215, -4.851], [-2.172, 0.031, -6.385], [-2.724, 0.659, -5.194], [-2.651, 2.089, -4.946], [-4.295, 0.229, -4.959], [-4.695, -1.082, -5.316], [-5.217, -1.098, -6.735], [-2.039, -0.289, -3.750], [-5.423, -1.498, -4.619], [-3.851, -1.767, -5.208], [-4.638, -0.496, -7.432], [-6.246, -0.741, -6.797], [-5.302, -2.151, -7.013], [-0.977, -0.056, -3.843], [-2.236, -1.358, -3.757], [-2.323, 0.160, -2.800], [4.298, -1.971, 1.348], [4.716, -2.553, 0.157], [5.788, -3.392, 0.120], [6.396, -3.815, 1.299], [6.061, -3.152, 2.498], [5.057, -2.194, 2.470], [3.408, -1.356, 1.378], [4.232, -2.284, -0.773], [6.067, -3.787, -0.848], [7.073, -4.658, 1.328], [6.560, -3.453, 3.408], [4.789, -1.835, 3.455], [-3.781, 1.306, 2.828], [-4.394, 0.436, 1.968], [-5.725, 0.611, 1.640], [-6.467, 1.698, 2.121], [-5.883, 2.521, 3.089], [-4.524, 2.329, 3.394], [-2.716, 1.273, 3.016], [-3.839, -0.359, 1.488], [-6.137, -0.127, 0.966], [-7.511, 1.821, 1.870], [-6.440, 3.316, 3.563], [-3.967, 2.950, 4.082]], "lowdin_charge": [0.636, -0.364, -0.361, -0.385, -0.365, -0.304, 0.659, -0.298, -0.262, -0.293, -0.057, -0.125, 0.103, 0.118, 0.084, 0.055, 0.084, 0.077, 0.062, 0.055, -0.314, 0.677, -0.304, -0.254, -0.300, -0.061, -0.082, 0.125, 0.097, 0.075, 0.082, 0.073, 0.031, 0.061, 0.064, -0.284, 0.641, -0.291, -0.273, -0.246, -0.070, -0.094, 0.081, 0.097, 0.052, 0.085, 0.084, 0.029, 0.059, 0.053, -0.287, 0.625, -0.279, -0.266, -0.294, -0.057, -0.107, 0.099, 0.112, 0.075, 0.081, 0.069, 0.070, 0.057, 0.074, -0.286, 0.686, -0.303, -0.277, -0.272, -0.037, -0.083, 0.107, 0.099, 0.066, 0.069, 0.077, 0.061, 0.068, 0.067, -0.304, 0.669, -0.272, -0.273, -0.301, -0.074, -0.080, 0.124, 0.100, 0.076, 0.074, 0.078, 0.045, 0.060, 0.044, -0.076, -0.096, -0.104, -0.084, -0.079, -0.098, 0.082, 0.087, 0.102, 0.093, 0.099, 0.078, -0.107, -0.103, -0.101, -0.090, -0.079, -0.105, 0.100, 0.102, 0.096, 0.095, 0.098, 0.097], "lumo_energy_ev": 1.47, "homo_lumo_gap_ev": 9.00, "total_charge": -1, "largest_force_ev_per_a": 3.19}